(1)
Below is a molecular structure, C36H47OSSn at a distorted geometry, with properties calculated with wB97M-V/def2-TZVPD.

- Strongest force on any atom: 1.50 eV/Å
- E: -56807.649 eV
- Kohn-Sham gap: 3.94 eV
- HOMO energy: -1.91 eV

ORCA input file:
```
! wB97M-V def2-TZVPD RIJCOSX def2/J DEFGRID3
* xyz -1 1
Sn 1.046 -3.748 -2.043
S 1.543 -0.427 -1.273
O -1.016 4.291 6.121
C -0.407 4.231 -3.042
C 1.078 -0.639 1.217
C 2.427 -2.396 -4.486
C 1.423 0.314 0.274
C -0.692 5.607 -0.613
C 1.135 -2.045 -0.712
C -4.080 6.303 6.525
C -3.051 3.813 7.276
C -0.573 4.185 -0.579
C -1.703 -5.110 -2.640
C 4.450 -6.808 1.238
C -0.821 4.132 4.748
C -2.949 -4.854 -1.779
C -4.894 5.384 7.188
C 1.409 -5.525 -0.861
C 0.897 -1.959 0.655
C -0.663 2.624 2.894
C -3.663 -6.141 -1.368
C -0.596 6.292 -1.811
C 2.793 -5.531 -0.211
C -0.415 6.430 -4.311
C -0.582 3.364 0.578
C 2.562 -3.647 -3.596
C 3.610 -1.425 -4.350
C -0.470 5.636 -3.041
C -0.637 3.707 1.958
C -0.659 5.018 2.513
C 3.064 -6.809 0.602
C -2.761 5.986 6.204
C -4.379 4.134 7.542
C 3.389 -0.133 -5.135
C -0.786 5.224 3.876
C -0.436 3.526 -1.849
C -0.709 2.824 4.253
C -2.273 4.727 6.558
C -0.918 -3.823 -2.957
H 1.275 -6.373 -1.547
H -0.635 7.383 -1.806
H -2.129 6.681 5.652
H 5.230 -6.746 0.473
H 1.646 1.363 0.423
H -3.637 -4.216 -2.349
H 3.573 -5.432 -0.982
H 3.539 -3.709 -3.099
H 4.277 0.503 -5.082
H -0.875 6.240 4.257
H -0.331 3.701 -3.992
H -0.354 2.436 -1.846
H -2.622 2.847 7.541
H -5.930 5.640 7.429
H -0.727 1.992 4.956
H -1.056 -5.845 -2.135
H 0.513 6.252 -4.868
H -2.016 -5.587 -3.584
H -1.250 6.185 -4.980
H 3.187 -0.348 -6.190
H -4.576 -5.907 -0.814
H 2.295 -6.901 1.378
H 2.341 -2.704 -5.542
H -0.710 -3.736 -4.031
H -2.665 -4.288 -0.881
H -0.582 5.897 1.891
H -1.424 -2.915 -2.611
H 2.399 -4.567 -4.173
H -5.011 3.394 8.030
H -0.471 7.500 -4.089
H 4.517 -1.930 -4.709
H 4.609 -7.726 1.808
H 2.957 -7.676 -0.061
H 3.778 -1.192 -3.289
H -3.941 -6.732 -2.247
H -0.551 2.289 0.380
H -0.636 1.606 2.501
H -0.870 6.188 0.286
H 2.544 0.433 -4.730
H -4.464 7.279 6.232
H 4.567 -5.960 1.920
H -3.028 -6.759 -0.724
H 0.602 -2.803 1.279
H 0.610 -5.557 -0.108
H 2.896 -4.658 0.454
H 1.492 -1.857 -4.260
H 0.956 -0.416 2.276
*
```

***

(2)
Below is 2 unconnected molecules or ions with the total composition C4H9O4 at a distorted geometry, with properties calculated with wB97M-V/def2-TZVPD.

- ΔE to the lowest compared entry with this formula, charge and spin: 45.65 kcal/mol
- Strongest force on any atom: 5.25 eV/Å
- E: -12484.441 eV
- Kohn-Sham gap: 7.87 eV
- HOMO energy: -4.34 eV

ORCA input file:
```
! wB97M-V def2-TZVPD RIJCOSX def2/J DEFGRID3
* xyz -1 1
O 2.495 -0.046 1.743
O 2.050 1.068 -0.594
O 0.538 1.265 -2.252
O -2.452 0.458 1.170
C 1.086 0.713 -1.256
C -1.902 -0.093 0.045
C -0.393 -0.464 0.426
C 0.361 -0.674 -0.862
H -1.771 0.731 -0.828
H -2.532 -0.951 -0.243
H 0.084 0.376 0.872
H 2.329 -0.866 1.410
H -0.210 -0.701 -1.856
H 1.074 -1.528 -0.948
H 2.204 0.556 1.089
H -0.383 -1.313 1.152
H -2.577 1.468 0.931
*
```

***

(3)
Below is a molecular structure, C6H17N2 at a distorted geometry, with properties calculated with wB97M-V/def2-TZVPD.

- ΔE to the lowest compared entry with this formula, charge and spin: 159.63 kcal/mol
- Strongest force on any atom: 4.85 eV/Å
- E: -9465.112 eV
- Kohn-Sham gap: 5.75 eV
- HOMO energy: -14.07 eV

ORCA input file:
```
! wB97M-V def2-TZVPD RIJCOSX def2/J DEFGRID3
* xyz 1 1
N 0.118 0.619 -0.310
N 2.938 0.772 -0.721
C -1.883 -0.717 0.460
C -0.584 0.004 0.791
C -1.504 -1.690 -0.668
C 0.928 1.855 0.055
C -2.491 -1.395 1.672
C 2.410 1.435 0.447
H -2.247 -2.015 -1.420
H -0.856 -2.532 -0.409
H 0.046 -0.605 1.500
H 0.897 0.720 -4.005
H -3.335 -2.000 1.370
H 3.856 0.544 -0.615
H 1.039 2.522 -0.806
H -0.857 -0.969 -1.176
H -2.492 0.074 -0.033
H 2.285 -0.043 -1.037
H 1.356 0.022 -3.966
H -2.822 -0.776 2.517
H 3.049 2.295 0.738
H 0.398 2.442 0.835
H -1.700 -2.093 2.035
H -0.962 0.830 1.469
H 2.413 0.701 1.277
*
```

***

(4)
Below is a single C4H8N2O2S molecule at a distorted geometry, with properties calculated with wB97M-V/def2-TZVPD.

- ΔE to the lowest compared entry with this formula, charge and spin: 110.69 kcal/mol
- Strongest force on any atom: 3.99 eV/Å
- E: -22183.555 eV
- Kohn-Sham gap: 9.52 eV
- HOMO energy: -9.47 eV
- SMILES: CC(C)=C(SN)[N+](=O)[O-]

ORCA input file:
```
! wB97M-V def2-TZVPD RIJCOSX def2/J DEFGRID3
* xyz 0 1
S 0.016 0.131 2.245
O 2.111 1.945 0.428
O 2.886 -0.008 0.114
N 1.966 0.762 0.306
N -0.629 1.719 2.326
C 0.605 0.151 0.387
C -0.210 -0.423 -0.559
C -1.459 -1.161 -0.095
C 0.156 -0.741 -1.917
H 1.258 -0.906 -1.922
H 0.082 2.488 2.143
H -1.254 1.827 1.558
H -0.294 -1.672 -2.283
H -2.061 -1.143 -1.021
H -1.233 -2.186 0.155
H 0.007 0.039 -2.658
H -1.945 -0.819 0.793
*
```

***

(5)
Below is 2 unconnected molecules or ions with the total composition C4H10N3O2 at a distorted geometry, with properties calculated with wB97M-V/def2-TZVPD.

- ΔE to the lowest compared entry with this formula, charge and spin: 110.85 kcal/mol
- Strongest force on any atom: 3.65 eV/Å
- E: -12864.414 eV
- Kohn-Sham gap: 10.89 eV
- HOMO energy: -14.66 eV

ORCA input file:
```
! wB97M-V def2-TZVPD RIJCOSX def2/J DEFGRID3
* xyz 1 1
O 0.657 -2.867 0.578
O 1.871 -1.157 0.996
N 2.916 3.428 1.491
N 0.890 -1.608 0.212
N 1.844 1.374 0.615
C -2.120 -0.848 -0.465
C 0.313 -0.875 -0.694
C -0.950 -1.292 -1.290
C 2.329 2.295 1.099
H 2.207 3.959 1.998
H -0.808 -2.373 -1.302
H 0.697 0.061 -0.691
H -1.082 -1.028 -2.332
H 3.822 3.328 1.953
H 0.650 -2.911 1.567
H -2.107 0.188 -0.289
H 2.254 -0.219 0.865
H -2.979 -1.137 -0.937
H -2.068 -1.328 0.431
*
```

***

(6)
Below is 7 unconnected molecules or ions with the total composition C26H61Cl8N3 at a distorted geometry, with properties calculated with wB97M-V/def2-TZVPD.

- ΔE to the lowest compared entry with this formula, charge and spin: 0.00 kcal/mol
- Strongest force on any atom: 2.81 eV/Å
- E: -132599.933 eV
- Kohn-Sham gap: 8.32 eV
- HOMO energy: -7.88 eV
- SMILES: CCN(CC)CC.CCN(CC)CC.CCN(CC)CC.ClCCCl.ClCCCl.ClCCCl.ClCCCl

ORCA input file:
```
! wB97M-V def2-TZVPD RIJCOSX def2/J DEFGRID3
* xyz 0 1
Cl -0.541 -2.818 2.907
Cl -2.204 -2.188 -3.842
Cl 0.804 0.216 -0.118
Cl -1.783 -4.481 -1.032
Cl -1.430 1.200 3.977
Cl -3.326 -1.724 -0.178
Cl 0.319 0.344 -3.590
Cl -4.917 -1.767 -5.880
N 3.946 -4.225 0.156
N -3.101 2.601 -1.518
N 2.059 4.650 2.043
C 3.299 -6.649 0.750
C 0.750 -1.017 -2.542
C -4.654 1.387 -3.085
C -1.474 -1.252 3.184
C -0.507 -0.311 3.846
C 0.131 -0.990 -1.130
C 4.249 -5.719 0.117
C 5.584 -3.901 2.060
C -3.656 2.771 -0.218
C 1.973 4.115 -0.354
C 1.060 5.716 2.198
C 1.687 3.632 1.090
C 2.409 -4.409 -1.799
C 2.646 -3.853 -0.381
C -2.266 -1.063 -5.235
C 2.585 4.207 3.332
C -3.232 -1.547 -6.337
C 4.147 -3.627 1.510
C -1.694 3.012 -1.627
C -1.546 4.485 -1.373
C -2.828 -4.351 0.473
C -2.872 2.055 0.904
C -3.941 -3.366 0.072
C -0.197 5.372 3.072
C -3.397 1.280 -2.169
C 3.107 5.334 4.229
H 5.642 -4.923 2.514
H 1.566 5.083 -0.621
H -4.492 1.973 -3.957
H -2.334 -1.494 3.776
H -2.851 -2.476 -6.735
H -0.943 -0.891 -1.214
H -3.293 -0.858 -7.233
H 2.262 -6.779 0.311
H 3.768 -7.629 0.904
H 1.837 -1.057 -2.584
H -1.097 2.506 -0.863
H 2.273 2.686 1.204
H 1.884 -4.233 0.307
H 2.606 -2.742 -0.436
H -4.621 -3.385 0.866
H 1.582 6.628 2.489
H -5.492 1.742 -2.547
H 0.305 -0.107 3.154
H 5.227 -5.815 0.586
H 3.889 5.870 3.728
H 3.252 -4.339 -2.477
H 0.408 -1.851 -3.119
H -3.744 3.844 0.123
H 3.054 -6.432 1.752
H -3.568 0.476 -1.458
H -0.970 4.776 2.602
H -0.763 6.265 3.404
H -4.721 2.443 -0.247
H -1.913 2.501 1.198
H -3.268 -5.338 0.683
H -3.417 1.871 1.835
H -1.269 2.794 -2.627
H 3.444 3.583 3.206
H 4.390 -5.943 -0.961
H 1.543 -3.880 -2.190
H 0.674 3.337 1.288
H -1.913 4.834 -0.428
H -4.957 0.387 -3.399
H -0.513 4.829 -1.461
H -0.282 -0.715 4.825
H 1.647 3.351 -1.029
H -2.621 1.020 0.594
H 0.321 -1.968 -0.752
H 3.397 -4.093 2.146
H 3.999 -2.544 1.444
H 3.026 4.375 -0.459
H -2.573 1.010 -2.816
H -2.563 -0.098 -4.738
H -4.423 -3.722 -0.830
H -2.135 5.010 -2.134
H 1.924 3.579 3.889
H 2.115 -5.461 -1.787
H 2.329 6.055 4.593
H -1.785 -0.940 2.163
H 6.365 -3.733 1.355
H 3.365 4.836 5.147
H -1.281 -0.997 -5.625
H 0.194 4.764 3.896
H 5.740 -3.163 2.868
H -2.148 -3.975 1.208
H 0.734 6.034 1.155
*
```

***

(7)
Below is a molecular structure, C55H46CrF9O3 at a distorted geometry, with properties calculated with wB97M-V/def2-TZVPD.

- ΔE to the lowest compared entry with this formula, charge and spin: 0.00 kcal/mol
- Strongest force on any atom: 2.34 eV/Å
- E: -116797.283 eV
- Kohn-Sham gap (spin up / spin down): 6.73 / 7.22 eV
- HOMO energy (spin up / spin down): -10.85 / -10.85 eV

ORCA input file:
```
! wB97M-V def2-TZVPD RIJCOSX def2/J DEFGRID3
* xyz 1 5
Cr 30.106 6.723 -13.294
F 32.052 -0.963 -17.816
F 33.926 8.614 -8.181
F 25.083 -3.064 -11.794
F 28.427 7.131 -14.661
F 24.498 3.465 -10.025
F 28.106 3.472 -9.779
F 32.218 6.128 -13.431
F 33.921 1.830 -9.461
F 28.518 7.781 -12.136
O 29.525 5.368 -11.873
O 28.663 3.357 -12.411
O 29.823 4.582 -13.889
C 26.844 7.629 -10.476
C 27.904 5.418 -16.252
C 25.738 6.965 -17.110
C 31.319 6.614 -9.674
C 28.185 4.064 -5.717
C 31.932 1.732 -10.678
C 34.031 5.317 -12.118
C 33.046 3.928 -13.833
C 25.275 5.217 -13.084
C 33.142 5.118 -13.146
C 28.258 5.146 -6.568
C 26.765 -1.495 -12.255
C 27.242 -0.211 -12.097
C 33.225 7.540 -8.579
C 27.616 6.642 -15.692
C 25.456 0.278 -10.536
C 32.856 5.176 -8.534
C 25.627 -1.862 -11.546
C 32.331 -1.003 -11.071
C 24.284 6.193 -13.097
C 24.998 -1.020 -10.650
C 34.929 4.297 -11.834
C 31.315 -0.133 -17.045
C 33.256 -0.258 -10.346
C 23.391 6.243 -12.031
C 31.075 1.142 -15.044
C 24.503 4.365 -11.021
C 25.438 4.322 -12.032
C 29.353 4.434 -12.742
C 28.088 2.776 -6.235
C 31.851 0.308 -15.855
C 29.788 1.485 -15.449
C 27.055 4.943 -17.240
C 30.981 0.961 -11.327
C 32.080 7.723 -9.321
C 33.640 6.276 -8.208
C 23.506 5.322 -10.995
C 33.033 1.091 -10.155
C 28.015 2.571 -7.603
C 26.865 9.190 -8.625
C 29.291 1.067 -16.666
C 26.580 0.672 -11.255
C 26.551 7.429 -16.084
C 28.268 4.953 -7.944
C 28.125 3.674 -8.420
C 28.005 9.786 -9.143
C 31.699 5.342 -9.270
C 34.895 3.115 -12.559
C 28.604 9.272 -10.287
C 25.980 5.712 -17.664
C 31.223 -0.378 -11.613
C 33.988 2.939 -13.592
C 26.306 8.100 -9.283
C 27.973 8.241 -10.936
C 30.066 0.244 -17.480
H 26.423 8.389 -15.592
H 24.144 -1.382 -10.091
H 32.824 -0.065 -15.561
H 33.989 2.024 -14.166
H 25.416 7.618 -8.897
H 27.860 1.613 -8.087
H 28.066 1.936 -5.553
H 34.087 -0.699 -9.806
H 35.554 4.377 -10.956
H 28.466 10.632 -8.651
H 33.135 4.188 -8.190
H 31.059 4.508 -9.527
H 31.545 1.404 -14.105
H 26.944 1.689 -11.194
H 30.113 1.463 -11.737
H 32.313 3.830 -14.631
H 30.467 -0.962 -12.123
H 28.360 5.805 -8.608
H 34.522 6.169 -7.587
H 25.055 0.991 -9.828
H 27.137 -2.207 -12.982
H 27.212 3.957 -17.652
H 32.563 -2.048 -11.224
H 29.215 2.146 -14.806
H 22.804 5.328 -10.170
H 29.677 -0.131 -18.417
H 25.316 5.348 -18.437
H 24.192 6.899 -13.911
H 28.319 1.372 -17.024
H 28.389 6.129 -6.135
H 29.488 9.748 -10.694
H 35.562 2.301 -12.302
H 26.409 9.560 -7.717
H 28.561 3.415 -11.441
H 34.042 6.237 -11.544
H 30.360 6.786 -10.149
H 31.799 2.791 -10.507
H 28.173 4.176 -4.641
H 26.226 3.585 -12.070
H 28.131 0.108 -12.631
H 31.713 8.724 -9.520
H 22.591 6.972 -12.011
H 26.379 6.799 -10.997
H 24.903 7.574 -17.426
H 25.877 5.128 -13.985
H 28.792 4.878 -15.941
*
```

***

(8)
Below is a single C4H10OSi molecule at a distorted geometry, with properties calculated with wB97M-V/def2-TZVPD.

- ΔE to the lowest compared entry with this formula, charge and spin: 68.34 kcal/mol
- Strongest force on any atom: 3.68 eV/Å
- E: -14232.657 eV
- Kohn-Sham gap (spin up / spin down): 6.28 / 6.28 eV
- HOMO energy (spin up / spin down): -6.37 / -6.37 eV

ORCA input file:
```
! wB97M-V def2-TZVPD RIJCOSX def2/J DEFGRID3
* xyz 0 1
Si 1.378 0.021 -0.986
O -0.440 0.325 -0.361
C 2.025 1.588 0.020
C -2.931 0.338 0.002
C -1.501 -0.268 -0.128
C 1.606 -1.584 -0.087
H 1.466 2.453 -0.436
H -1.325 -1.367 0.190
H 0.728 -1.808 0.646
H -3.173 0.150 1.102
H -3.716 -0.099 -0.672
H 3.124 1.629 0.125
H -2.801 1.392 -0.121
H 1.678 1.377 1.012
H 2.426 -1.782 0.505
H 1.455 -2.365 -0.811
*
```

***

(9)
Below is a molecular structure, C55H44N4O4Rb at a distorted geometry, with properties calculated with wB97M-V/def2-TZVPD.

- Strongest force on any atom: 2.17 eV/Å
- E: -72554.756 eV
- Kohn-Sham gap: 5.31 eV
- HOMO energy: -3.27 eV

ORCA input file:
```
! wB97M-V def2-TZVPD RIJCOSX def2/J DEFGRID3
* xyz -1 1
Rb -0.550 -0.481 -1.055
O -8.488 0.084 2.937
O 7.137 -1.679 -5.327
O 0.345 8.768 -0.697
O 2.548 -6.550 5.987
N 1.463 1.026 -0.740
N -1.177 1.327 0.557
N -1.101 -1.502 1.330
N 1.503 -1.735 0.030
C 0.274 4.592 -0.563
C 3.451 -2.871 -0.397
C -0.738 -0.230 -4.209
C -3.070 2.544 1.017
C -2.144 3.410 0.538
C -4.421 0.098 2.007
C -8.941 0.726 4.105
C -2.270 -1.123 1.876
C 2.716 -4.583 4.703
C 2.481 0.639 -1.540
C 4.981 -2.280 -4.369
C 6.827 -2.433 -6.476
C -6.209 0.719 3.525
C 2.271 -3.748 3.696
C 3.028 -0.661 -1.569
C -0.214 6.696 -1.656
C 0.669 -3.090 1.910
C 6.294 -0.472 -3.498
C 2.836 -3.501 0.634
C -4.862 0.704 3.174
C -7.142 0.122 2.692
C 0.450 -1.020 -4.688
C -2.017 -0.786 -4.244
C -2.433 1.231 1.040
C 1.243 2.336 -0.960
C -1.529 -2.808 3.170
C 1.604 -2.766 0.895
C -5.378 -0.505 1.186
C 1.131 -4.057 2.943
C -2.592 -1.984 3.006
C -2.988 0.066 1.592
C 5.315 -0.211 -2.557
C 4.131 -0.952 -2.517
C 0.471 -5.246 3.234
C 0.350 7.397 -0.599
C 2.936 1.775 -2.336
C 1.621 -7.279 6.759
C 0.902 6.700 0.467
C 4.002 -2.002 -3.425
C 2.617 -1.723 -0.727
C 0.911 -6.094 4.243
C -1.680 1.760 -3.217
C -2.935 1.173 -3.194
C 6.124 -1.496 -4.422
C 0.353 9.486 0.518
C 0.861 5.313 0.474
C -3.108 -0.094 -3.739
C -6.719 -0.493 1.517
C -0.590 1.067 -3.727
C 2.030 -5.759 4.986
C -0.960 2.613 0.224
C 2.193 2.839 -1.945
C -0.595 -2.498 2.095
C -0.247 5.311 -1.635
C 0.187 3.105 -0.429
H -6.510 1.192 4.451
H 1.359 7.221 1.298
H -4.140 1.172 3.832
H -3.478 -1.904 3.618
H 4.398 -3.115 -0.854
H 0.384 1.544 -3.750
H 0.388 -1.214 -5.762
H 2.794 -2.824 3.487
H 1.276 9.341 1.085
H -8.534 0.259 5.008
H 1.286 4.766 1.307
H 0.493 -1.986 -4.180
H -0.704 4.780 -2.462
H 7.669 -2.315 -7.155
H 7.209 0.106 -3.534
H 0.269 10.538 0.252
H 0.927 -6.609 7.279
H 2.203 -7.833 7.493
H 3.169 -4.388 1.152
H 3.108 -2.613 -3.385
H 2.251 3.857 -2.303
H -0.496 9.203 1.148
H 5.473 0.571 -1.825
H -3.782 1.707 -2.782
H 4.847 -3.110 -5.052
H -4.096 -0.535 -3.786
H -0.630 7.253 -2.486
H 1.042 -7.991 6.166
H -2.162 -1.764 -4.692
H 3.593 -4.340 5.290
H -5.051 -0.989 0.274
H -1.543 2.765 -2.839
H -10.023 0.623 4.109
H -0.396 -5.523 2.647
H -1.385 -3.537 3.952
H 0.381 -7.019 4.434
H 1.385 -0.496 -4.490
H 5.919 -2.063 -6.962
H -4.073 2.772 1.347
H -2.242 4.477 0.409
H -7.463 -0.956 0.880
H 3.712 1.761 -3.086
H -8.682 1.789 4.108
H 6.700 -3.496 -6.252
*
```